No. 1
Computed, not measured: 2 unconnected molecules or ions with the total composition C3H11N3O at a distorted geometry, with ωB97M-V with the def2-TZVPD basis set.

XYZ file:
```
18
Properties=species:S:1:pos:R:3:nbo_charge:R:1
H 0.7677 2.0671 1.4479 0.378
N -0.0944 1.6129 1.1547 -0.950
C -0.3561 1.9001 -0.0875 0.407
N 0.2700 1.4524 -1.1751 -0.574
C -0.2111 1.7832 -2.5135 -0.422
H -1.1533 2.6183 -0.3471 0.132
H 1.1281 0.9479 -1.0097 0.405
H -0.3176 2.8660 -2.6100 0.202
H -1.1803 1.3342 -2.7074 0.210
H 0.5471 1.5076 -3.2404 0.219
N 0.2819 -2.9949 0.1352 -0.852
C 0.5680 -1.8167 0.8844 0.096
O -0.5648 -1.4715 1.7081 -0.765
H -0.6781 -2.9810 -0.1733 0.369
H 0.5012 -3.8412 0.6341 0.364
H 1.4128 -1.9397 1.5642 0.155
H 0.7421 -0.9683 0.2385 0.136
H -0.6152 -0.5456 1.8255 0.491
```

Summary:
- E_HOMO (eV) = -8.3
- total charge = 0
- frontier orbital gap (eV) = 9.06
- LUMO energy (eV) = 0.77
- maximum force (eV/Å) = 2.1
- SMILES string = [H]/N=C\NC.NCO
- energy above the lowest of the compared OMol25 structures with the same formula, charge and spin (kcal/mol) = 60.4

---

No. 2
Computed, not measured: C3H11N3O in the gas phase at a distorted geometry, with ωB97M-V with the def2-TZVPD basis set.

XYZ file:
```
18
Properties=species:S:1:pos:R:3:nbo_charge:R:1
C 1.3099 0.9798 -1.3346 -0.421
N -0.0678 0.9608 -0.8743 -0.456
N -0.3839 0.0715 0.1784 -0.044
C 0.6520 -1.3573 0.5866 -0.406
C -1.7407 -0.4575 0.0204 -0.435
N -0.4410 0.8873 1.5914 -0.123
O -0.2589 0.0174 2.5156 -0.669
H 1.6196 0.0608 -1.8473 0.179
H 1.4090 1.8025 -2.0402 0.218
H 1.9651 1.1693 -0.4880 0.206
H -0.6914 0.8684 -1.6752 0.359
H 0.3255 -1.7980 1.5252 0.265
H 0.4830 -1.9797 -0.2855 0.184
H 1.6735 -1.0119 0.6818 0.207
H -2.0044 -0.9736 0.9403 0.253
H -1.7805 -1.1298 -0.8403 0.191
H -2.4414 0.3653 -0.1365 0.223
H 0.3725 1.5245 1.4822 0.271
```

Summary:
- E_HOMO (eV) = -6.5
- total charge = 0
- frontier orbital gap (eV) = 7.15
- LUMO energy (eV) = 0.60
- maximum force (eV/Å) = 2.6
- SMILES string = CN[N+](C)(C)N[O-]
- energy above the lowest of the compared OMol25 structures with the same formula, charge and spin (kcal/mol) = 158.2